Here is a 2-piece molecular cluster, C6H15NS overall in a non-equilibrium geometry from the Open Molecules 2025 dataset. Energies are from the ωB97M-V functional and the def2-TZVPD basis.

ORCA input file:
```
! wB97M-V def2-TZVPD RIJCOSX def2/J DEFGRID3
* xyz 0 1
C 0.9307 1.0915 -1.3923
C 1.5411 1.5061 -0.1047
C 2.2739 0.3963 0.6756
S 2.5276 -1.3640 0.1304
C -0.2027 0.0778 -1.3827
N -0.7156 -0.0184 0.0419
C -1.7772 -1.0120 0.0136
C -2.7370 -0.8163 1.2259
H 1.6824 0.6256 -2.0137
H 0.6423 1.9436 -2.0393
H 2.2278 2.3536 -0.3330
H 0.8294 1.9407 0.6262
H 1.8057 0.3862 1.5786
H 3.3764 0.7330 0.8255
H 0.9267 -1.7435 1.5700
H 0.1234 -0.9463 -1.6992
H -1.1074 0.4008 -1.9579
H 0.0811 -0.2524 0.5980
H -2.2765 -0.9638 -0.8852
H -1.4408 -2.0733 -0.0458
H -2.7363 0.3086 1.4229
H -3.7173 -1.1578 1.0719
H -2.2576 -1.4163 2.0734
*
```

- Molecular weight: 133.3 g/mol
- Relative energy (zero: lowest compared OMol25 entry of this formula, charge and spin): 4.6196 eV
- Electronic energy: -690.37167 Ha
- HOMO energy: -8.809 eV
- Strongest force on any atom: 4.51 eV Å⁻¹
- LUMO: -1.82 eV